{"formula": "C19H15ClN2O5S", "method": "ωB97M-V/def2-TZVPD", "elements": ["O", "C", "O", "H", "C", "C", "N", "C", "O", "C", "C", "C", "C", "C", "C", "C", "O", "H", "H", "N", "C", "O", "C", "H", "H", "S", "C", "C", "C", "C", "C", "C", "H", "H", "Cl", "H", "H", "H", "H", "H", "H", "H", "H"], "coordinates": [[6.5333, 0.3672, -2.3047], [5.9816, 0.2014, -1.2538], [5.0872, -0.7761, -1.0479], [4.9317, -1.2648, -1.8720], [6.1853, 1.0460, -0.0177], [5.0146, 2.0279, 0.1541], [3.7790, 1.3325, 0.4159], [2.8696, 0.9879, -0.5749], [2.9600, 1.3020, -1.7324], [1.8148, 0.2061, 0.1198], [0.6709, -0.3739, -0.3795], [-0.1543, -1.0540, 0.5252], [0.1852, -1.1251, 1.8791], [1.3431, -0.5406, 2.3669], [2.1576, 0.1253, 1.4724], [3.4399, 0.8343, 1.6691], [4.0940, 0.9888, 2.6688], [1.6028, -0.6024, 3.4118], [-0.4720, -1.6515, 2.5567], [-1.3316, -1.6801, 0.1283], [-1.8554, -1.8047, -1.1207], [-1.3684, -1.3777, -2.1400], [-3.1580, -2.5978, -1.1413], [-3.7050, -2.3899, -2.0607], [-2.9190, -3.6632, -1.1115], [-4.2439, -2.3302, 0.2944], [-4.8963, -0.7028, 0.0361], [-5.9715, -0.3379, 0.8411], [-6.5434, 0.9111, 0.7137], [-6.0390, 1.7989, -0.2264], [-4.9672, 1.4426, -1.0281], [-4.3905, 0.1914, -0.8956], [-3.5540, -0.0609, -1.5261], [-4.5781, 2.1379, -1.7547], [-6.7541, 3.3616, -0.3970], [-7.3780, 1.1950, 1.3345], [-6.3549, -1.0423, 1.5632], [-1.8851, -2.0841, 0.8779], [0.4198, -0.3103, -1.4252], [5.2201, 2.6842, 1.0033], [4.8786, 2.6187, -0.7551], [7.1115, 1.6082, -0.1272], [6.2391, 0.4013, 0.8603]], "homo_lumo_gap_ev": 8.292, "homo_energy_ev": -8.76, "spin_multiplicity": 1, "energy_ha": -2077.233444, "smiles": "O=C(O)CCN1C(=O)c2ccc(NC(=O)CSc3ccc(Cl)cc3)cc2C1=O", "fmax_ha_per_bohr": 0.0168}